Entry 1:
Entry from the Open Molecules 2025 dataset: a molecular structure, C35H35N7O5PRb (wB97M-V/def2-TZVPD).

XYZ file:
```
84
Properties=species:S:1:pos:R:3:mulliken_charge:R:1
Rb -0.567 0.640 -0.441 0.8572
C 3.423 -2.474 -0.177 -0.5806
C 2.147 -1.980 -0.366 -0.0808
N 1.509 -1.306 0.588 0.4551
C 2.146 -1.098 1.735 0.5158
C 3.474 -1.538 1.877 -0.6653
N 4.104 -2.233 0.945 -0.6815
C 1.404 -0.402 2.841 -0.0553
C 1.865 -0.456 4.132 -0.9308
C 1.148 0.169 5.197 0.6825
C -0.058 0.811 4.774 -0.8506
C -0.436 0.798 3.456 0.1797
N 0.263 0.211 2.458 0.2731
C -1.714 1.454 3.010 0.1677
C -2.340 2.484 3.718 -0.5262
N -3.435 3.093 3.282 -0.6872
C -3.923 2.681 2.112 -0.4027
C -3.328 1.642 1.417 -0.1615
N -2.238 1.035 1.864 0.0237
C 1.582 0.135 6.549 1.1498
C 2.798 -0.477 6.972 -0.6496
C 3.170 -0.469 8.294 -0.3107
N 2.473 0.083 9.303 -0.7892
C 1.322 0.657 8.913 -0.3159
C 0.847 0.712 7.625 -0.6316
H 3.907 -3.052 -0.957 0.4227
H 1.618 -2.125 -1.304 0.1497
H 4.030 -1.302 2.776 0.4130
H 2.760 -1.019 4.353 0.2631
H -0.704 1.287 5.498 0.2174
H -1.921 2.833 4.654 0.3963
H -4.789 3.192 1.711 0.3945
H -3.729 1.295 0.469 0.3826
H 3.458 -0.958 6.264 0.2610
H 4.108 -0.945 8.572 0.3407
H 0.728 1.111 9.703 0.3457
H -0.103 1.200 7.456 0.2467
O -3.587 5.247 -4.110 -0.7081
C -2.978 4.397 -3.483 0.3071
C -1.910 4.651 -2.443 0.2977
O -1.401 5.735 -2.196 -0.7435
C -1.589 3.344 -1.819 0.6981
C -2.299 2.315 -2.548 -0.0687
O -2.192 1.063 -2.356 -0.3118
C -3.137 2.909 -3.587 0.2900
O -3.825 2.300 -4.407 -0.7922
O -0.810 3.162 -0.851 -0.9118
C 3.883 1.495 -3.777 -0.2135
C 2.604 2.024 -3.748 -0.8973
C 1.887 1.955 -2.559 -0.0997
N 2.372 1.395 -1.453 -0.1090
C 3.607 0.899 -1.487 -0.2219
C 4.401 0.924 -2.623 -0.7206
H 4.473 1.527 -4.685 0.3766
H 2.155 2.484 -4.618 0.4406
H 0.888 2.375 -2.473 0.4960
H 3.973 0.456 -0.566 0.4628
H 5.398 0.503 -2.600 0.4063
C -0.418 -0.788 -5.895 -1.5654
C -0.260 -0.385 -4.433 0.2282
P -0.949 -1.519 -3.153 0.8611
C -0.212 -3.127 -3.709 -0.9261
C -0.413 -4.255 -2.696 -1.1345
C -2.697 -1.650 -3.703 -0.3530
C -3.592 -2.363 -2.693 -1.0704
H -0.022 -0.013 -6.556 0.4358
H -1.467 -0.923 -6.160 0.3180
H 0.111 -1.717 -6.125 0.2888
H -0.756 0.570 -4.239 -0.0321
H 0.797 -0.238 -4.189 0.0583
H 0.861 -2.941 -3.841 0.3984
H -0.593 -3.424 -4.692 0.5292
H -0.232 -3.906 -1.677 0.1286
H 0.260 -5.097 -2.882 0.3785
H -1.433 -4.641 -2.725 0.3132
H -2.756 -2.128 -4.686 0.4219
H -3.029 -0.612 -3.799 0.1549
H -3.337 -3.418 -2.570 0.2836
H -4.639 -2.309 -2.998 0.3769
H -3.512 -1.886 -1.714 0.1017
C -2.167 -2.552 1.083 -0.9480
H -3.090 -2.008 1.207 0.2806
H -1.352 -2.386 1.770 0.3432
H -2.015 -3.136 0.188 0.3332
```

## Properties
Relative energy (zero: lowest compared OMol25 entry of this formula, charge and spin) (kJ/mol): 128.15
Net charge: -2
HOMO level (spin up / spin down) (eV): -1.3 / -0.7
Calculated total energy (eV): -67475.2022
Gap between HOMO and LUMO (spin up / spin down) (eV): 4.698 / 4.116

---

Entry 2:
Entry from the Open Molecules 2025 dataset: 6 unconnected molecules or ions with the total composition C35H35NO10 (wB97M-V/def2-TZVPD).

XYZ file:
```
81
Properties=species:S:1:pos:R:3:mulliken_charge:R:1
O 4.962 5.605 6.773 -0.5470
C 4.542 4.520 5.956 0.7002
C 4.470 4.646 4.607 -0.5908
C 3.808 3.551 3.703 -0.0789
C 3.435 2.461 4.299 0.6260
O 2.795 1.421 3.639 -0.3903
C 3.573 2.303 5.727 -0.4732
C 4.059 3.258 6.570 -0.4269
H 4.991 6.503 6.422 0.3077
H 4.702 5.705 4.184 0.1413
H 3.438 3.852 2.556 0.0644
H 2.819 1.590 2.811 0.0960
H 3.177 1.240 6.124 0.1903
H 3.985 3.064 7.638 0.3797
O -5.493 1.087 -0.258 -0.5624
C -4.633 0.178 -0.783 0.9295
C -3.313 0.364 -0.507 -1.4174
C -2.430 -0.701 -1.237 -0.2804
C -3.056 -1.793 -1.911 0.5067
O -2.173 -2.497 -2.672 -0.4700
C -4.413 -1.832 -1.993 -0.4015
C -5.284 -0.843 -1.409 -0.7327
H -5.255 1.901 0.167 0.3065
H -2.739 1.069 -0.017 0.7264
H -1.459 -0.409 -1.121 0.5925
H -1.298 -2.628 -2.352 0.1803
H -4.882 -2.492 -2.741 0.3609
H -6.463 -1.042 -1.558 0.2652
O 0.688 2.544 1.718 -0.1868
C 0.555 3.862 1.208 0.0484
C -0.247 4.819 1.874 -0.2377
C -0.253 6.284 1.432 -0.8709
C 0.428 6.511 0.205 0.7878
O 0.593 7.828 -0.235 -0.5135
C 1.211 5.581 -0.583 -0.6024
C 1.148 4.218 -0.012 -0.9973
H 0.074 2.331 2.246 0.1494
H -0.944 4.611 2.695 0.3502
H -0.904 6.905 2.002 0.4140
H 1.000 7.715 -1.086 0.2898
H 1.844 5.877 -1.352 0.3705
H 1.508 3.557 -0.485 1.0271
O 2.777 -5.639 -5.391 -0.5648
C 1.995 -4.534 -5.778 0.5618
C 1.037 -3.980 -4.824 -1.0250
C 0.141 -2.939 -5.381 -0.5887
C 0.454 -2.369 -6.677 0.5273
O -0.138 -1.307 -7.134 -0.5334
C 1.393 -2.954 -7.530 -0.4370
C 2.164 -4.098 -7.053 -0.6850
H 2.751 -5.717 -4.375 0.3180
H 0.750 -4.308 -4.039 0.9357
H -0.738 -2.470 -4.907 0.4787
H -0.240 -0.990 -8.052 0.3541
H 1.436 -2.709 -8.618 0.2239
H 2.742 -4.690 -7.689 0.4478
O -0.228 -2.822 3.001 -0.4193
C -1.468 -3.246 2.790 -0.1714
C -2.158 -2.712 1.731 0.0492
C -3.575 -2.954 1.291 0.0078
C -4.266 -3.896 2.182 0.3992
O -5.606 -4.129 2.030 -0.5384
C -3.512 -4.585 3.109 -0.8870
C -2.176 -4.248 3.485 -0.5785
H 0.231 -3.435 3.620 0.2861
H -1.594 -2.014 1.149 0.4809
H -4.057 -2.730 0.376 0.0936
H -5.990 -3.620 1.348 0.2967
H -4.036 -5.177 3.730 0.4268
H -1.935 -4.831 4.212 0.5633
C 1.978 -0.443 0.010 -0.6765
C 1.721 -0.101 -1.269 -0.2635
C 1.029 -0.965 -2.157 -0.4468
N 0.728 -2.232 -1.858 -0.2789
C 0.922 -2.595 -0.625 -0.3162
C 1.518 -1.785 0.423 -0.4872
H 2.594 0.065 0.555 0.9566
H 1.874 0.968 -1.751 0.1463
H 0.816 -0.765 -3.193 0.4344
H 0.695 -3.583 -0.448 0.5224
H 1.391 -2.193 1.455 0.3563
```

## Properties
Relative energy (zero: lowest compared OMol25 entry of this formula, charge and spin) (kJ/mol): 219.70
HOMO level (eV): -7.8
Calculated total energy (eV): -58814.7438
Gap between HOMO and LUMO (eV): 7.981
SMILES: Oc1ccc(O)cc1.Oc1ccc(O)cc1.Oc1ccc(O)cc1.Oc1ccc(O)cc1.Oc1ccc(O)cc1.c1ccncc1